No. 1
168
Properties=species:S:1:pos:R:3:forces:R:3 method="wB97M-V/def2-TZVPD" multiplicity=1 relative_energy_ev=5.7655 max_force_ev_per_a=4.0
H -8.387885 4.813649 -3.060982 0.2 -0.2 0.1
C -3.538775 -5.920691 3.806548 0.8 -1.1 -0.5
H -3.859265 2.547529 -8.037192 0.1 -0.1 0.1
C -10.214985 -3.609301 -6.722692 0.6 0.1 -0.1
H -7.281875 0.895309 7.259868 0.0 0.0 0.0
H -1.537355 7.814479 -3.669492 0.0 -0.2 0.4
C -1.953465 -7.771121 -5.319202 0.2 -0.2 0.0
H 3.525125 -6.632231 10.269548 -0.1 0.2 0.1
H 8.317595 1.625849 10.234138 0.3 0.2 -0.3
H -0.979325 3.886689 5.716708 0.0 -0.2 0.3
C -8.429875 5.107009 -5.153302 -0.6 0.0 -0.1
H 0.391615 2.477059 8.431888 0.0 -0.3 0.2
C 10.841155 -4.434771 -1.193362 -1.2 -0.3 -0.3
O -2.734825 7.424779 -1.419992 -0.7 -0.3 0.6
H -1.707275 -7.240191 -4.399632 0.2 -0.1 0.0
H 0.477985 2.488249 1.227318 -0.2 0.3 0.4
H -0.181325 7.904539 -2.429012 0.0 -0.5 -0.2
H 1.720515 1.891599 7.397678 0.0 0.1 0.1
C 2.674295 -5.342581 8.689028 -0.1 -0.5 -0.9
H -2.547605 -5.551991 -6.287222 0.0 0.5 -0.1
C 5.188135 -3.463831 -5.528852 -0.5 0.3 1.2
H -10.794035 -3.770341 -5.813372 0.0 -0.1 -0.1
H 0.890985 -0.074751 0.795768 -0.1 0.1 0.2
H -2.708395 -5.769171 1.798328 -0.2 0.0 -0.1
H -2.351815 -7.558021 4.665318 0.0 0.0 0.0
H -2.778115 9.323359 -2.148452 -0.5 0.0 0.5
H -3.390275 3.773189 -9.646472 0.2 0.0 0.1
C -8.882465 4.355909 -3.917702 -0.5 -0.4 0.1
C -1.102935 8.337739 -2.817672 1.0 1.5 0.0
H 3.443545 9.219139 4.281988 -0.5 0.3 0.1
C 8.943945 -4.224861 0.531798 -0.1 0.5 -0.5
H 11.616715 -5.113021 -1.549152 0.2 0.4 0.2
H 1.526775 4.300769 7.591588 -1.1 0.7 0.9
H -0.960095 10.169179 -0.651392 0.1 0.1 0.0
C -8.949695 -2.815251 -6.375562 -0.1 1.2 0.3
H 3.982995 -4.730071 7.023358 0.2 -0.1 0.1
C -8.996075 4.650749 -6.514492 -0.3 0.1 0.6
H -9.945795 4.432739 -3.690682 -0.2 0.1 -0.3
O -7.028005 5.030159 -5.208542 0.8 0.0 -0.6
H -0.823385 1.923959 -1.970652 0.3 0.1 -0.1
H -8.650115 3.292849 -3.981092 0.2 0.0 0.1
H 6.728305 -5.650821 -6.418732 -0.1 0.5 -0.1
C 8.244235 0.596909 6.820208 -0.4 0.3 1.0
O 1.745875 3.737529 5.811658 2.1 -0.2 -3.3
H -0.987015 0.426169 -1.124942 0.3 -0.2 0.3
H -0.681905 8.573369 0.027318 -0.2 -0.2 0.1
C 8.836915 1.054709 8.174208 -0.5 0.2 -0.2
H 4.039025 7.817599 2.079108 -0.3 0.1 0.4
O 5.703055 -3.427341 -7.726372 1.4 2.5 -2.3
C 10.114685 -5.062801 -0.002842 -0.6 0.5 0.1
H -2.605685 0.804659 -9.851912 -0.2 -0.2 0.4
C -1.245465 2.154909 -8.925832 1.6 -0.6 0.1
H -1.537555 -5.623141 3.048508 0.2 0.4 0.2
H 9.267955 -3.190731 0.648848 0.2 0.1 0.0
H 5.708345 -3.795471 -8.612972 -0.1 -0.2 0.1
C -8.157375 -3.314291 -5.187632 -0.5 -0.3 0.0
H 7.222095 2.187169 8.941978 -0.2 0.0 0.3
H 9.368795 1.988519 7.991978 0.6 0.0 0.0
H 4.579625 -6.186251 8.916288 0.2 -0.2 0.2
H 2.319125 0.984139 0.875938 0.1 -0.1 0.0
H 2.829205 -4.484691 9.343348 -0.1 0.3 -0.1
H 10.745695 -5.743681 1.718898 -0.1 0.0 0.0
C -2.068015 8.627019 -1.702392 0.3 0.0 0.0
H -8.922985 5.433209 -7.269812 0.4 0.0 0.0
H -6.666685 5.355929 -4.380942 0.1 0.0 0.1
C -1.546545 -5.674651 -6.700662 1.1 -1.0 0.9
H -0.790805 -5.138311 -6.126832 -0.4 0.3 0.5
H -4.543385 -5.871421 3.386508 -0.2 0.4 0.3
H -8.824215 -3.285931 -4.325872 0.2 -0.4 0.2
C -3.308235 -7.394341 4.168758 -0.7 0.4 -0.9
H 7.252725 0.476909 9.496798 -0.3 0.0 -0.1
C -3.340445 2.799079 -10.133022 1.0 -0.3 -1.9
O -0.074425 2.295849 0.466118 -1.3 1.4 2.3
C 5.295355 8.994449 3.428498 0.4 1.2 -0.7
H 6.136665 9.675159 3.298348 0.7 -0.3 -0.2
C 4.963815 8.394529 2.081088 -0.8 -0.2 -0.8
H -1.006485 4.836079 7.270298 -0.3 -0.4 0.0
H 10.286845 -0.229661 8.013898 0.1 -0.1 0.0
H 9.769075 -6.066711 -0.249472 -0.2 -0.1 -0.4
H 7.505905 1.289089 6.415418 0.1 0.3 0.1
H 5.574875 -6.042301 -7.738952 0.5 0.2 -0.4
H 10.121385 -4.333721 -2.005652 -0.1 -0.1 -0.2
H -0.141815 -7.388861 -6.475092 -0.1 0.0 -0.1
C -7.025605 0.499619 5.171468 1.1 -0.4 -0.8
H -4.934745 0.667999 4.397508 -0.1 0.2 0.4
H 3.323095 -7.413291 8.718388 -0.1 0.1 -0.2
C 5.038585 -4.175311 -6.818382 0.7 -1.7 0.4
C -2.558095 -5.341171 2.789448 -0.3 -0.6 -0.2
H -6.156575 1.606749 3.501808 0.3 0.2 0.1
C 4.260855 9.896599 4.034688 -1.3 -0.6 -0.3
H -4.331885 2.533289 -10.499772 0.0 -0.3 0.3
H 4.836375 9.167759 1.323478 0.0 0.2 0.1
H -10.064115 4.448569 -6.433742 -0.1 0.0 0.2
H -8.542115 3.727869 -6.875492 0.3 0.1 0.1
O -7.174035 -0.883661 5.325158 -0.2 -1.1 0.5
O 9.656905 0.030629 8.689948 0.6 -0.1 0.1
C 1.553875 0.570419 0.219188 -0.5 -0.1 -0.5
C 0.750285 2.388269 7.406428 -0.7 -0.3 0.6
C 3.562165 -6.461901 9.193568 0.5 -0.1 -0.3
H 9.040575 0.483689 6.084608 0.0 -0.2 0.0
H -2.262865 9.444129 0.275128 0.2 -0.2 0.2
H -8.018245 0.834699 4.870658 0.1 0.4 0.0
H 7.704885 -0.334021 6.995068 0.2 -0.2 -0.2
H -9.966655 -4.561631 -7.191182 0.1 -0.1 0.2
C 7.849185 1.364379 9.285288 -0.4 -0.3 -0.5
H -4.149775 -7.684871 4.797648 0.3 -0.2 0.2
H -6.037905 -0.104211 3.322448 -0.3 -0.1 0.1
H 5.063235 -6.197451 -6.175702 0.1 -0.1 0.6
H -6.270055 -1.178111 5.458248 0.0 -0.7 0.1
H -3.036445 -7.698991 -5.419542 -0.1 0.2 -0.3
H -0.618835 2.434759 -9.772662 -0.1 -0.5 -0.4
C 2.938925 -4.989351 7.198858 0.5 0.2 1.1
H -5.571765 0.879209 6.798718 0.0 -0.4 -0.3
H 6.446575 8.241659 4.687338 0.0 -0.5 0.4
H -6.569485 2.203009 6.315448 0.0 0.2 0.2
H -2.690665 -5.510211 5.469018 0.1 0.1 0.1
C -2.646235 1.740569 -9.294652 -0.9 2.7 -0.2
H 8.572645 -4.526381 1.511248 0.2 -0.4 0.0
C 0.714575 1.677069 -0.436092 0.2 -1.8 -1.9
H -7.465845 -1.998711 -7.401162 -0.1 0.0 0.3
H 4.594185 10.337199 4.974298 0.2 0.1 -0.2
H 3.996085 -4.280321 -7.118812 -0.4 -0.2 0.3
H -1.756195 -8.837071 -5.205522 0.2 0.0 0.1
H -2.730075 -4.266101 2.737168 0.4 0.0 0.0
O 5.570265 8.007369 4.373038 1.0 -0.7 0.6
C -0.243585 1.124289 -1.509702 0.8 0.1 0.1
H 8.083795 -4.191881 -0.136902 0.0 -0.2 -0.2
C -5.972355 0.691549 4.064458 -0.5 0.5 -0.8
H -2.703505 2.858779 -11.015542 -0.2 0.7 -0.4
H -7.809175 -4.318301 -5.430152 0.0 -0.2 0.4
H -0.797815 1.293549 -8.430092 0.3 -0.1 -0.1
H 0.416655 0.630839 -2.222912 -0.5 -0.1 -0.4
H 2.709805 -5.859941 6.584288 -0.3 0.2 -0.1
H 4.637755 -2.523051 -5.518522 -0.1 0.0 0.0
O -1.661485 -7.852471 -7.718952 0.6 -1.0 -0.5
O 11.062875 -5.177481 1.011488 1.3 -0.1 0.9
H 2.466395 4.355329 5.955798 -0.1 -0.1 -0.3
H 3.908915 10.640019 3.319448 0.0 0.2 0.2
H -3.376865 -7.978231 3.250908 0.2 -0.3 0.1
H 5.659155 7.678079 1.643708 0.6 0.2 0.5
H -0.176885 5.428109 5.895818 0.3 -0.1 -0.1
C -1.215465 -7.210941 -6.536002 -1.6 1.5 -0.7
H -1.446035 -5.248421 -7.698822 -0.2 -0.6 -0.2
O 1.312235 -5.757251 8.686158 -0.4 0.2 0.2
H 1.362135 2.408859 -0.919052 0.4 0.0 -0.3
H -1.004855 2.971969 -8.245672 -1.2 0.3 0.3
H 1.990885 -0.078101 -0.540122 0.3 0.2 0.0
H -0.808305 9.326829 -3.168372 0.3 0.1 -0.4
H -9.259935 -1.790381 -6.171862 -0.4 0.2 0.4
C -6.578435 1.122519 6.458838 -0.5 1.1 0.5
H 4.801955 -4.123551 -4.751842 -0.1 0.2 0.3
H 11.157795 -3.408001 -1.010072 0.4 -0.2 0.3
H 0.040195 1.753599 6.876288 0.0 0.1 -0.3
C -1.442125 9.222579 -0.407072 -0.5 0.3 -1.3
H -2.032735 6.858099 -1.092072 -0.2 -0.5 0.1
C 5.703145 -5.549831 -6.775032 -1.6 -1.2 0.1
O -8.111305 -2.703441 -7.492482 0.3 -0.7 -1.5
H 2.376755 -4.095151 6.929678 -0.3 -0.3 -0.2
H -7.286865 -2.699621 -4.958522 -0.1 0.1 -0.2
O -3.460135 1.684329 -8.168252 -0.5 -1.6 1.8
H 0.960395 -5.714271 9.578318 0.0 -0.1 0.1
O -3.458515 -5.189591 4.990248 -0.5 0.9 0.8
H -8.715265 6.142609 -4.968402 -0.2 0.3 -0.3
H 6.225515 -3.225201 -5.294322 0.1 -0.2 -0.2
C -0.415115 4.501469 6.417998 0.8 0.2 0.8
H -10.829085 -3.062991 -7.438612 0.1 0.1 0.1
C 0.898415 3.785139 6.865358 -1.0 0.4 1.1
H -2.600825 -7.725351 -7.870852 -0.1 0.2 0.3

***

No. 2
174
Properties=species:S:1:pos:R:3:forces:R:3 method="wB97M-V/def2-TZVPD" multiplicity=1 relative_energy_ev=4.7272 max_force_ev_per_a=2.8
C 0.606321 -7.440377 0.049184 -0.3 0.1 -0.4
C 7.328618 4.774338 3.468391 -0.3 -0.1 -1.5
O 5.100348 3.995773 -7.512547 -0.9 0.7 0.6
C 6.148255 1.945993 -7.554027 -0.4 -1.2 -0.2
C -11.899236 -7.108381 8.330517 1.7 0.8 0.7
H 4.992253 3.534791 -4.690323 -0.5 -0.1 -0.2
C 9.338608 -5.373137 -2.071622 1.1 0.2 -0.2
C 8.054068 -4.796345 -1.548974 -0.1 0.7 0.5
O -5.752805 3.177586 7.734989 0.0 0.5 -0.4
H 9.562959 -6.409375 -1.818705 -0.5 0.0 0.3
H 3.593227 -8.100053 -7.921567 0.2 0.0 0.2
H -1.826434 2.561479 -0.064987 0.0 0.1 -0.3
C 3.274450 -7.160489 -8.372900 0.5 0.1 0.2
H -5.015861 -3.913929 -2.413240 0.1 -0.2 0.4
H 10.573940 5.811788 4.604440 -0.2 -0.3 0.0
O -2.147711 3.317892 -13.951047 0.0 -0.1 1.0
H 3.330160 -3.033199 3.476234 -0.3 0.1 -0.4
C -9.964913 -4.491615 6.263105 0.1 -1.6 1.4
H -12.064069 -7.821081 7.522439 0.1 -0.2 0.0
N 11.254543 5.880721 3.861389 -0.5 -0.9 -0.8
O 4.903928 -6.162770 -6.923421 1.1 0.0 0.9
H -0.268082 5.743986 -10.442657 0.3 -0.4 0.5
C 11.976093 6.009552 8.156570 1.1 0.8 -0.3
H -2.956272 2.251473 -8.531229 0.3 -0.2 0.5
H -1.068810 2.825495 -15.655790 -0.4 -0.5 0.3
H -8.395838 4.163089 -0.981462 -0.2 0.2 0.0
H -0.940522 4.132839 -11.855224 -0.3 -0.3 -0.5
H 5.134226 3.747691 -8.439322 -0.1 0.2 -0.1
H 0.504407 -6.429894 -0.346584 0.7 0.3 0.1
H 7.968576 -4.902441 -0.467528 0.3 -0.3 0.1
H 6.917227 -5.449199 -2.990659 0.1 0.1 -0.1
H -10.784949 -3.976233 5.763092 0.1 -0.1 -0.2
H -11.033044 -5.269342 8.685693 -0.2 0.5 0.3
H -9.395056 4.584490 2.230497 -0.3 0.0 0.2
H 9.384837 -5.314973 -3.159079 -0.2 0.1 -0.2
N -10.439211 -5.828109 6.768616 -1.1 1.1 -0.7
H -11.837328 -8.847072 10.404012 0.1 0.4 0.5
O -7.690566 -5.344567 6.193359 -0.6 1.1 -1.3
H -3.066231 3.351253 -11.480109 -0.5 -0.1 0.4
C -5.804866 -4.198770 -4.106595 -0.1 0.6 0.0
H 11.472977 4.971747 1.911053 0.8 0.1 0.3
C -1.112668 7.362037 5.646669 0.5 0.2 0.5
H 13.631191 6.282528 6.129707 0.2 0.2 0.6
O 11.777859 5.650098 6.818417 -0.6 -0.3 -1.4
H 4.258891 -1.636048 3.836839 0.1 0.1 0.7
H 1.637564 -4.111130 4.839975 -0.7 0.1 0.0
H 9.408112 4.106388 1.647193 -0.1 -0.1 -0.3
O 3.239569 -1.823476 6.544759 0.4 1.3 1.1
H -8.971242 -5.302907 4.562720 0.0 -0.2 -0.1
O -2.241715 0.029191 -0.419949 -1.4 -0.1 -0.5
H 11.108859 3.837905 3.279127 0.5 -0.3 -0.1
C -5.859807 1.664113 9.584121 0.5 -0.1 -0.4
H -9.415723 2.823401 2.351044 0.3 0.0 -0.1
H -6.703950 -3.601939 -3.953250 -0.5 -0.3 -0.2
H -4.811064 3.357950 7.688194 0.0 0.5 0.0
H 6.956701 4.368298 2.527686 -0.4 -0.4 -0.1
C 5.632078 2.949400 -5.350644 0.4 1.4 0.2
H -6.776560 2.078757 10.003327 0.1 -0.2 0.1
C -4.587784 1.078878 7.475794 -0.5 -0.7 -0.3
H 2.044299 -1.511610 4.915626 -0.3 0.1 0.5
C -7.756626 4.556400 -0.191011 0.2 0.2 -0.1
H 1.062029 -3.304289 6.379716 0.1 -0.3 -0.1
C 10.973451 4.839407 2.870764 -1.7 0.6 0.0
H 3.829735 -2.526503 6.825949 0.2 0.1 0.3
O -5.356671 -4.691677 -2.861083 0.2 0.0 0.0
O -7.554956 2.335243 0.693007 0.8 0.1 0.1
C 3.803508 -2.508210 4.305947 -1.4 -1.2 -0.5
H -0.697183 0.000967 0.848016 0.5 -0.6 0.0
H -3.620244 1.536894 7.681164 -0.1 0.4 0.2
H 1.009545 0.635418 -0.752263 -0.1 0.5 0.0
H 6.539578 3.553156 -5.354573 0.2 0.1 -0.4
H -0.126698 2.432862 0.335644 0.0 0.2 0.2
H -1.033013 3.460322 -9.466668 -0.2 -0.6 0.0
C 12.576393 6.367005 5.868258 1.0 -1.1 -0.6
C -6.482464 -5.402789 5.421375 -0.8 0.7 -0.2
C 2.549366 -5.994442 -6.309717 1.2 0.9 -0.2
H -0.268693 -7.494758 0.696854 0.5 -0.4 0.7
H 3.610564 -5.073530 -8.021708 -0.4 0.4 0.2
H -9.665771 -6.326151 7.185566 0.2 0.1 0.0
H 5.503894 -6.176769 -7.672719 0.2 -0.1 0.0
H -2.855934 0.546782 0.105823 -0.6 -0.3 -0.2
C -11.495277 -5.719650 7.807252 1.0 -0.8 0.4
H -1.372058 2.099665 1.546288 0.0 -0.5 0.1
H -5.959024 -5.026117 -4.799307 -0.1 0.1 0.1
O 6.957750 -5.469556 -2.031726 -1.7 -1.5 -0.5
H -3.098970 5.159309 -13.897611 0.1 0.2 0.0
H -8.526073 -3.681375 4.961614 1.0 0.2 0.4
H -9.640638 -3.878993 7.104316 -0.2 0.4 0.3
H 10.196571 -4.793426 -1.731134 0.1 0.1 0.1
N -1.623787 4.848387 -11.652134 -0.1 0.4 0.3
H -11.153441 -9.536754 9.003115 0.2 -0.1 -0.3
H -7.061223 4.035936 1.721625 -0.2 -0.3 0.4
H -1.192875 8.433393 5.830647 0.1 0.2 0.2
H 7.037323 5.821903 3.391837 0.5 0.5 0.3
C -1.101667 1.973310 0.497948 0.0 0.5 -0.8
C 7.877212 -3.315368 -1.820276 1.3 0.4 -0.2
H 2.593270 -4.254420 6.217485 0.1 0.1 0.5
C -2.998392 4.365680 -11.873095 1.7 -1.3 -1.3
C 5.114958 2.785569 -6.794272 2.1 -1.5 0.5
H 0.347448 -8.074893 -0.798440 0.4 -0.4 0.0
H -8.007503 5.586269 0.063066 -0.1 0.1 -0.3
C 3.630155 -5.985607 -7.425206 -2.4 -1.3 -0.6
O 1.870357 -7.767710 0.673893 -1.4 0.4 -0.4
H -4.369947 3.167999 -8.010066 0.0 0.1 -0.1
H -4.129318 3.761582 -13.636538 -0.3 -0.1 0.1
H 6.844904 -2.974358 -1.741901 0.2 -0.1 0.3
H -3.764200 4.995790 -11.420774 0.2 0.1 -0.2
H -1.849058 6.299091 -10.243623 -0.4 -0.1 0.6
C -5.817535 1.811190 8.050753 0.9 -0.9 0.7
O 8.702099 4.495617 3.519919 0.2 0.1 1.5
H -8.304608 2.011473 0.188238 -0.1 -0.1 -0.1
H 2.205221 -7.289861 -8.540524 0.0 0.4 -0.3
H 8.265386 -3.050868 -2.803869 -0.2 -0.1 -0.4
C 2.679279 -2.276811 5.362137 0.8 -1.0 -1.2
C 12.572875 5.741833 4.421916 -0.6 1.5 1.0
H -6.735482 4.526059 -0.571063 0.0 0.1 0.0
C -7.843027 3.703045 1.038930 -1.4 -1.5 -0.1
H 6.218590 0.918638 -7.196659 0.4 0.1 0.6
C -3.157306 4.192794 -13.397050 0.0 0.1 -0.5
H 2.454610 -6.976052 -5.845434 -0.1 -0.1 -0.3
H 11.390908 5.407627 8.851799 0.0 -0.1 -0.4
H -5.648452 0.649052 9.920397 -0.6 -0.2 -0.1
H 4.175522 2.238357 -6.716110 -0.5 0.3 -0.5
H -4.679407 0.941006 6.398433 0.0 0.3 -0.1
H 13.186710 6.352199 3.759536 0.7 0.2 0.4
H -0.216672 0.906485 -2.047867 0.0 0.1 0.1
H -1.066117 6.562356 7.463321 0.1 0.2 -0.2
H 6.757866 4.337516 4.287860 0.6 -0.2 0.1
H 5.849973 1.733623 -8.580681 -0.3 0.5 -0.3
H 11.781824 7.068236 8.328400 -0.5 0.2 0.0
H -4.997789 2.200045 9.981390 -0.1 0.4 0.0
H 7.118064 2.441726 -7.596710 0.0 -0.1 0.3
H 4.505653 -3.282060 4.616186 0.5 0.4 0.4
C -10.952272 -8.789175 9.770422 0.3 0.6 -1.0
H 3.842880 -7.041487 -9.295295 -0.3 -0.1 -0.3
H -12.776412 -7.020633 8.971576 -0.2 -0.1 0.0
H 2.833657 -5.303759 -5.515844 0.0 0.1 0.1
H -2.867448 3.493370 -7.133686 0.2 -0.7 0.2
H 13.013033 4.745174 4.389693 -0.3 -0.4 0.4
O -2.933988 4.241921 -9.020281 0.2 -0.3 0.4
H -0.062279 7.087895 5.548487 0.1 0.2 -0.5
O -1.659635 6.596727 6.709563 -0.8 -0.2 -0.3
C -3.283700 3.195688 -8.096087 0.0 1.1 -0.9
H 1.616273 -5.628390 -6.738011 -0.1 -0.3 0.1
C -1.286720 5.370221 -10.338903 -0.6 0.3 -0.1
C -1.888538 3.463752 -15.325962 0.0 1.0 0.1
O -10.745175 -7.489767 9.176961 -1.7 -1.0 -0.5
H -1.015945 4.686019 -8.253147 -0.2 0.3 0.4
C 1.906820 -3.556146 5.738632 0.5 0.2 -1.3
H -2.792425 3.355842 -15.925502 0.0 -0.4 -0.2
C -1.022141 0.537073 -0.043664 1.6 1.1 1.8
H 13.046312 5.920236 8.343002 0.2 -0.3 0.6
H -1.503682 4.461444 -15.537112 -0.1 0.5 0.1
H -6.709712 1.409777 7.570146 -0.1 0.0 0.1
H 9.175665 5.812855 2.016782 0.3 0.3 0.0
C 0.015845 0.381546 -1.121332 0.3 -0.9 0.0
H -4.503787 0.062572 7.860717 -0.2 0.0 0.2
H -6.077443 -4.391934 5.374192 0.6 0.0 0.3
H -6.703900 -5.611925 4.374793 -0.1 -0.5 -0.1
H 12.329715 7.428140 5.833010 -0.3 0.1 0.0
C 9.517880 4.861943 2.425135 -0.6 -0.2 0.3
H 5.928670 2.061736 -4.791889 -0.4 -0.4 -0.5
C -8.737376 -4.653743 5.406520 -0.2 -1.4 0.2
C -1.530291 4.382120 -9.164845 0.2 0.9 -1.2
H -5.104109 -3.470860 -4.515458 0.4 -0.3 -0.3
H -1.645823 7.206686 4.708744 -0.1 -0.5 0.2
H -10.060245 3.645129 0.921043 0.1 -0.1 -0.3
H -5.777407 -6.141110 5.803298 -0.2 0.2 0.2
H -10.011170 -9.042078 10.258745 -0.3 0.0 0.3
C -9.266606 3.659692 1.668042 0.8 1.2 0.3
H -12.381961 -5.135515 7.560931 0.2 0.0 -0.6
H 2.553131 -7.309333 0.178615 0.0 0.0 0.0
H 0.115904 -0.685401 -1.320701 -0.2 -0.1 -0.4
H 8.557090 -2.792980 -1.147237 -0.3 0.4 0.2